# 1
Entry from the OMol25 dataset: 3 unconnected molecules or ions with the total composition C2H10NO3 in a non-equilibrium geometry (ωB97M-V with the def2-TZVPD basis set).

The HOMO energy comes out at -4.02 eV. The largest force on an atom comes out at 0.0198 Eh/bohr. The value obtained for the energy above the lowest of the compared OMol25 structures with the same formula, charge and spin is 15.1 kJ/mol. For the HOMO-LUMO gap, the calculation gives 8.351 eV. Its molecular weight is 96.1 g mol⁻¹. As for the total charge: -1. As for the multiplicity: 1. Its total energy is -362.70162 Ha.

The geometry in XYZ format:
```
16
C2H10NO3 (ωB97M-V with the def2-TZVPD basis set)
C 0.6370 0.7818 -0.4100
O -0.5010 0.2599 0.1830
C 1.4107 -0.2485 -1.2353
N 0.5932 -1.1542 -2.0275
H 0.3587 1.6315 -1.0746
H 1.3237 1.1920 0.3314
H 2.1597 0.2086 -1.8785
H 1.9281 -0.8963 -0.5345
H 0.0648 -1.7660 -1.4184
H -0.0363 -0.6871 -2.6560
H -0.9183 1.1902 2.8327
H -0.7826 1.2032 1.2341
O -0.9475 1.8147 2.1044
H -2.2494 -0.7278 1.9069
H -1.1795 -1.2338 1.0029
O -1.8615 -1.5682 1.6395
```

=====

# 2
Entry from the OMol25 dataset: a single C7H9N3O molecule in a non-equilibrium geometry (ωB97M-V with the def2-TZVPD basis set).

The HOMO energy comes out at -9.06 eV. The largest force on an atom comes out at 0.0562 Eh/bohr. The value obtained for the energy above the lowest of the compared OMol25 structures with the same formula, charge and spin is 10.0 kJ/mol. For the HOMO-LUMO gap, the calculation gives 8.779 eV. As for the SMILES: CC/C=N/c1cc[nH]c(=O)n1. Its molecular weight is 151.2 g mol⁻¹. As for the multiplicity: 1. Its total energy is -511.64173 Ha.

The geometry in XYZ format:
```
20
C7H9N3O (ωB97M-V with the def2-TZVPD basis set)
C -2.2359 2.5712 -0.2047
C -0.9784 2.6389 0.6702
C -0.1486 1.3940 0.4666
N -0.5806 0.3076 -0.0391
C 0.2960 -0.7930 -0.1505
C -0.2408 -2.0859 -0.3386
C 0.6383 -3.1153 -0.3183
N 1.9590 -2.8835 -0.1677
C 2.5001 -1.5910 -0.1295
O 3.7124 -1.4337 -0.1490
N 1.6175 -0.5433 -0.1109
H -1.9470 2.1923 -1.1813
H -2.7023 3.5724 -0.2717
H -2.9726 1.8786 0.2035
H -0.3720 3.4881 0.2887
H -1.1348 2.8931 1.7224
H 0.9434 1.6101 0.5706
H -1.3133 -2.2855 -0.3604
H 0.3656 -4.1619 -0.4183
H 2.5938 -3.6532 -0.0819
```

=====

# 3
Entry from the OMol25 dataset: 11 unconnected molecules or ions with the total composition C5H30NO11 in a non-equilibrium geometry (ωB97M-V with the def2-TZVPD basis set).

The HOMO energy comes out at -12.97 eV. The largest force on an atom comes out at 0.1201 Eh/bohr. The value obtained for the energy above the lowest of the compared OMol25 structures with the same formula, charge and spin is 10.0 kJ/mol. For the HOMO-LUMO gap, the calculation gives 10.672 eV. Its molecular weight is 280.3 g mol⁻¹. As for the total charge: +1. As for the multiplicity: 1. Its total energy is -1090.69988 Ha.

The geometry in XYZ format:
```
47
C5H30NO11 (ωB97M-V with the def2-TZVPD basis set)
O -1.5894 -1.0317 0.6425
C -0.4041 -1.3156 0.6769
C 0.5891 -0.3953 -0.0201
N -0.0373 0.9320 -0.3753
C 1.1060 1.8969 -0.4988
C 2.1399 1.4311 0.5548
C 1.8343 -0.0361 0.8281
H -0.0305 -2.2583 1.2048
H 0.9249 -0.9151 -0.9338
H -0.6129 0.8796 -1.2671
H -0.7154 1.2690 0.4037
H 1.4478 1.8272 -1.5913
H 0.7480 2.8804 -0.3264
H 2.0141 2.0414 1.5147
H 3.1715 1.5279 0.2087
H 1.6853 -0.2279 1.9466
H 2.7224 -0.6787 0.5667
H 1.5897 -0.9793 -3.3652
H 1.6077 0.0073 -4.5106
O 1.3084 -0.0594 -3.6005
H -2.5982 1.2022 1.3832
H -1.5885 0.5088 2.2504
O -1.8699 1.4077 1.9378
H -0.5589 -0.8480 3.9226
H 0.0821 0.3800 3.3404
O -0.3181 -0.4819 3.0800
H -2.9726 -0.0047 -0.0113
H -4.4203 0.3625 0.0498
O -3.5476 0.6608 -0.0153
H -1.3635 -3.1928 -1.5454
H -1.0759 -1.7324 -1.8941
O -0.7384 -2.4546 -1.4465
H 2.2290 -3.9745 1.2664
H 2.6033 -2.7238 2.1235
O 2.1239 -2.9491 1.3045
H -0.3808 2.1570 2.5887
H 0.0549 2.6642 4.0198
O 0.3730 2.1098 3.2644
H -0.3547 -0.1232 -3.1923
H -1.9078 0.0110 -3.3752
O -1.2086 -0.1784 -2.7446
H 2.3860 -2.9240 -2.0891
H 0.7634 -2.6410 -2.2482
O 1.6278 -2.5569 -2.7007
H -2.7436 2.2096 -0.5750
H -2.1855 3.5881 -0.1353
O -1.9102 2.7281 -0.6171
```

=====

# 4
Entry from the OMol25 dataset: a molecular structure, C36H51BN6ReS3 in a non-equilibrium geometry (ωB97M-V with the def2-TZVPD basis set).

The HOMO energy (spin up / spin down) comes out at -19.71 / -19.74 eV. The largest force on an atom comes out at 0.0394 Eh/bohr. The value obtained for the energy above the lowest of the compared OMol25 structures with the same formula, charge and spin is 0.0 kJ/mol. For the HOMO-LUMO gap (spin up / spin down), the calculation gives 4.995 / 5.440 eV. Its molecular weight is 861.1 g mol⁻¹. As for the total charge: +4. As for the multiplicity: 2. Its total energy is -3027.23196 Ha.

The geometry in XYZ format:
```
98
C36H51BN6ReS3 (ωB97M-V with the def2-TZVPD basis set)
Re -2.5683 -0.2704 1.6833
C 2.0854 -0.4791 4.4306
C 1.8851 0.1159 3.0911
C 2.8131 0.9550 2.5059
C 2.5379 1.5457 1.2569
N 1.4556 1.2056 0.5860
N 0.5697 0.3940 1.1030
B -0.6667 -0.0967 0.3007
N -0.3185 -1.5407 -0.2161
N 0.9364 -1.7699 -0.5345
C 1.3027 -2.9080 -1.0821
C 0.3277 -3.8685 -1.4384
C -0.9843 -3.6823 -1.0623
C -2.0391 -4.6849 -1.3180
C -1.2708 -2.4753 -0.3668
S -2.8093 -2.2271 0.3576
C 2.7662 -3.1911 -1.2698
C 3.6338 -2.0033 -0.8248
C 3.1225 -4.3975 -0.3839
C 3.0884 -3.5049 -2.7285
N -0.8812 0.7877 -0.9717
N 0.0966 0.8933 -1.8401
C -0.0604 1.5613 -2.9650
C -1.3171 2.1092 -3.2990
C -2.3451 2.0667 -2.3816
C -3.6688 2.6735 -2.6361
C -2.0626 1.3970 -1.1604
S -3.2056 1.3855 0.1269
C 1.1610 1.8160 -3.8131
C 2.1195 0.6251 -3.7538
C 1.7869 3.0864 -3.2103
C 0.8693 2.1395 -5.2838
C 0.6932 -0.0987 2.3512
S -0.6763 -0.8711 3.0558
C 3.4455 2.5876 0.6428
C 2.5705 3.7821 0.2428
C 4.5269 3.1194 1.5919
C 4.1346 1.9479 -0.5691
H 3.0086 -0.1324 4.8887
H 2.1227 -1.5672 4.3642
H 1.2544 -0.2325 5.0913
H 3.7311 1.1950 3.0209
H 0.6093 -4.7637 -1.9712
H -1.6424 -5.5540 -1.8342
H -2.8403 -4.2625 -1.9224
H -2.4894 -5.0189 -0.3841
H 3.4409 -1.7484 0.2137
H 3.4341 -1.1378 -1.4509
H 4.6818 -2.2713 -0.9294
H 2.8921 -4.2053 0.6608
H 4.1846 -4.6076 -0.4739
H 2.5863 -5.2891 -0.7015
H 2.8379 -2.6738 -3.3838
H 2.5624 -4.3880 -3.0872
H 4.1517 -3.7144 -2.8158
H -1.4800 2.5685 -4.2608
H -3.7095 3.1302 -3.6219
H -3.8910 3.4393 -1.8916
H -4.4524 1.9180 -2.5725
H 2.1518 0.2287 -2.7380
H 3.1135 0.9280 -4.0742
H 1.7869 -0.1723 -4.4152
H 2.1402 2.8789 -2.2014
H 1.0619 3.8962 -3.1622
H 2.6223 3.4146 -3.8236
H 0.3103 1.3381 -5.7623
H 1.8042 2.2437 -5.8333
H 0.3491 3.0879 -5.3844
H 2.2382 4.3415 1.1142
H 1.6820 3.4304 -0.2802
H 3.1299 4.4679 -0.3856
H 4.0871 3.5011 2.5116
H 5.0516 3.9544 1.1290
H 5.2806 2.3646 1.8049
H 3.3960 1.4699 -1.2118
H 4.8521 1.1893 -0.2642
H 4.6798 2.7083 -1.1211
C -4.8929 -3.0380 2.8290
C -4.5863 -1.5908 2.8995
C -3.6230 -1.1149 3.8178
C -3.4256 0.2677 4.0439
C -2.5707 0.7416 5.1705
C -4.1108 1.1745 3.2138
C -5.1234 0.7370 2.3252
C -6.0255 1.7061 1.6684
C -5.2972 -0.6472 2.1371
H -4.0146 -3.6499 3.0298
H -5.3431 -3.3214 1.8812
H -5.6259 -3.2802 3.6051
H -3.1480 -1.8290 4.4814
H -1.6238 1.1486 4.8124
H -2.3634 -0.0594 5.8747
H -3.0668 1.5406 5.7199
H -3.9902 2.2382 3.3851
H -6.8947 1.8570 2.3195
H -6.4171 1.3426 0.7211
H -5.5706 2.6860 1.5338
H -6.0751 -0.9892 1.4691
```